Entry 1:
The following is a quantum chemistry calculation of 2 unconnected molecules or ions with the total composition C25H50BN3O5S, from the Open Molecules 2025 dataset.

```
! RIJCOSX wB97M-V def2-TZVPD def2/J DEFGRID3
* xyz 0 1
C 4.4463 -0.0216 5.2235
C 4.7423 -1.0388 4.0232
C 3.9335 -0.7531 2.6765
N 4.6609 -0.3748 1.4218
C 5.2933 0.9552 1.4858
C 6.3962 1.4283 2.5312
O 4.9520 1.7830 0.5964
C 5.5657 -1.4123 0.9367
C 6.3113 -1.0915 -0.4627
O 5.8069 -2.5087 1.4817
C 2.7394 0.3785 2.7510
O 2.0974 0.0669 1.5065
B 1.8674 -1.3820 1.5895
S 2.0229 -2.0177 -0.2303
C 0.3921 -1.9640 1.9831
C -0.4000 -1.1323 3.1007
C -1.2518 0.1027 2.4754
C -0.6491 1.5092 2.9329
N -1.5395 2.6807 2.5193
C -0.6254 3.7438 2.0554
C 0.5587 4.3597 2.9207
O -0.7761 4.1794 0.8801
O 3.0580 -1.8786 2.3498
H 3.4081 -0.2634 5.6624
H 4.4494 1.0568 4.8654
H 5.2110 -0.2092 6.0630
H 5.8639 -1.0180 3.7731
H 4.5383 -2.1036 4.3975
H 5.8441 1.8818 3.4349
H 7.0418 0.5635 2.8847
H 7.0068 2.2544 2.0268
H 6.9774 -0.1670 -0.3591
H 5.4633 -0.7742 -1.1765
H 6.8488 -2.0083 -0.8575
H 3.0315 1.4542 2.9847
H 2.1916 0.0538 3.6982
H 3.3191 -1.8401 -0.6795
H 0.3992 -3.0723 2.2635
H -0.2490 -1.8965 1.0216
H 0.2195 -0.8001 3.9949
H -1.2006 -1.8475 3.5279
H -1.3108 -0.0408 1.3466
H -2.3169 0.0448 2.9126
H -0.4654 1.5909 4.0542
H 0.3333 1.6526 2.3751
H -1.9799 2.3285 1.6462
H 1.2524 3.4817 3.2051
H 1.2152 5.0636 2.2998
H 0.2300 4.8238 3.9056
C -4.5524 1.9959 -5.1065
C -4.8146 0.5202 -5.3739
C -5.4167 -0.2496 -4.1983
C -4.6144 -0.4568 -2.9110
N -3.2131 -1.0699 -3.0111
C -2.8414 -1.7602 -1.6895
C -3.5147 -3.1151 -1.7468
C -3.4634 -3.5143 -3.2097
C -3.1702 -2.2462 -4.0033
C -2.1312 -0.0485 -3.3631
C -1.6703 0.8997 -2.2525
C -2.6795 1.8060 -1.5589
H -3.7497 2.1501 -4.3849
H -4.2484 2.4937 -6.0305
H -5.4461 2.4975 -4.7297
H -3.9092 0.0332 -5.7457
H -5.5341 0.4664 -6.1998
H -5.7542 -1.2247 -4.5647
H -6.3401 0.2637 -3.9087
H -5.2007 -1.1237 -2.2731
H -4.5352 0.4813 -2.3713
H -1.7546 -1.8798 -1.6731
H -3.1720 -1.1446 -0.8514
H -4.5525 -3.0481 -1.4088
H -3.0178 -3.8429 -1.1024
H -4.4036 -3.9738 -3.5233
H -2.6774 -4.2522 -3.3861
H -3.8624 -2.0868 -4.8255
H -2.1611 -2.3003 -4.4192
H -2.4485 0.4918 -4.2508
H -1.2500 -0.6269 -3.6558
H -0.9182 1.5537 -2.7080
H -1.1313 0.3350 -1.4858
H -3.3193 2.3368 -2.2667
H -2.1520 2.5661 -0.9759
H -3.3041 1.2518 -0.8535
*
```

The highest occupied orbital energy comes out at -6.6 eV. The value obtained for the total energy is -52952.751 eV.

Atom charges from the Löwdin analysis, given in e for atoms 1 to 8:
1 C -0.1180
2 C -0.1342
3 C -0.3503
4 N 0.0683
5 C -0.3622
6 C 0.0011
7 O 0.0565
8 C -0.3895


Entry 2:
The following is a quantum chemistry calculation of a molecular structure, C25H50F9O19SV2, from the Open Molecules 2025 dataset.

```
! RIJCOSX wB97M-V def2-TZVPD def2/J DEFGRID3
* xyz 1 1
O 1.3667 1.9148 -3.8328
V -0.0841 2.3959 -3.4374
O -1.1670 1.5503 -4.2985
O -2.8226 2.2584 0.8614
V -3.1425 0.7036 0.8230
O -4.1283 0.3678 -0.3645
C 1.1564 0.2916 0.2366
F 1.1792 -0.7147 1.1064
F 0.9890 1.4315 0.9101
F 2.3011 0.3538 -0.4249
S -0.2289 0.1001 -0.9409
O -0.1875 1.3809 -1.6448
O 0.0008 -1.0684 -1.7104
O -1.3757 0.0502 -0.0529
C -3.5876 2.9554 -2.8587
O -2.2781 3.2391 -2.4019
C -2.0735 4.5635 -1.9717
C -0.8104 4.5077 -1.1845
O 0.2403 4.0773 -2.0807
C 1.5564 4.3642 -1.5704
H -3.9998 3.7856 -3.4435
H -4.2560 2.8070 -2.0020
H -3.5545 2.0575 -3.4610
H -2.9002 4.9234 -1.3544
H -1.9303 5.2138 -2.8453
H -0.8440 3.8271 -0.3316
H -0.6203 5.5218 -0.8143
H 2.2874 4.1211 -2.3360
H 1.7616 3.7548 -0.6845
H 1.6474 5.4158 -1.2979
C 6.7091 0.1371 -3.2376
O 6.5990 0.9913 -2.1202
C 6.0116 0.3296 -0.9905
C 6.1843 1.2126 0.2314
O 5.7280 2.5242 0.0508
C 4.3601 2.6629 0.2410
H 6.7952 0.7726 -4.1187
H 5.7837 -0.4388 -3.3738
H 7.5883 -0.5032 -3.1481
H 6.5357 -0.6261 -0.8328
H 4.9593 0.1205 -1.2394
H 7.2301 1.2276 0.5327
H 5.6236 0.7284 1.0530
H 4.0495 2.2620 1.2222
H 3.7895 2.1599 -0.5420
H 4.1282 3.7279 0.2674
C -4.0475 -2.3551 0.8424
O -3.2314 -1.3694 1.4910
C -2.9673 -1.6810 2.8554
C -1.9169 -0.7145 3.3570
O -2.2403 0.6136 2.9149
C -1.2906 1.5929 3.3226
H -5.0814 -2.3061 1.1998
H -3.6969 -3.3667 1.0503
H -4.0184 -2.1776 -0.2219
H -2.5151 -2.6720 2.9286
H -3.8656 -1.6970 3.4851
H -0.9596 -1.0194 2.9139
H -1.8598 -0.7409 4.4469
H -1.5149 2.5295 2.8247
H -0.2616 1.2887 3.1086
H -1.3564 1.7911 4.4005
C -6.8048 -3.8564 -4.1288
O -6.3120 -2.6212 -3.6519
C -5.3435 -2.7375 -2.6582
C -4.0164 -2.2624 -3.1378
O -3.5484 -3.0740 -4.1654
C -2.2545 -2.6887 -4.5803
H -7.4635 -3.6265 -4.9645
H -7.3727 -4.3797 -3.3541
H -5.9935 -4.4803 -4.5155
H -5.2203 -3.7995 -2.3671
H -5.6183 -2.2296 -1.7257
H -3.2770 -2.1037 -2.3352
H -4.1922 -1.2419 -3.5439
H -1.8872 -3.3961 -5.3176
H -1.5543 -2.6705 -3.7307
H -2.2533 -1.6853 -5.0316
C 3.4299 -4.7131 1.8494
C 2.0381 -4.2544 2.1345
O 1.2564 -4.3913 0.9111
C 0.0142 -4.0475 0.9759
O -0.5608 -3.5998 1.9257
C -0.7337 -4.4220 -0.3118
F 0.0796 -4.4963 -1.3619
F -1.3224 -5.6118 -0.1400
F -1.6903 -3.5236 -0.5726
H 3.9225 -4.1159 1.0874
H 3.4968 -5.7883 1.7041
H 4.0089 -4.5696 2.7745
H 1.9763 -3.2241 2.4753
H 1.5812 -4.8722 2.9124
C 2.3979 -0.3360 4.3641
C 2.3413 0.9422 5.1461
O 2.1446 2.0186 4.2163
C 2.0373 3.2475 4.6804
O 2.1316 3.6068 5.8092
C 1.7771 4.2413 3.5244
F 0.4640 4.5439 3.4777
F 2.4600 5.3603 3.7169
F 2.1166 3.7457 2.3310
H 3.3131 -0.4368 3.7726
H 1.5525 -0.4324 3.6841
H 2.4206 -1.1801 5.0571
H 3.2341 1.1121 5.7424
H 1.4782 0.8945 5.8152
*
```

The highest occupied orbital energy comes out at -11.2 eV. The value obtained for the total energy is -152298.378 eV.

Atom charges from the Löwdin analysis, given in e for atoms 1 to 8:
1 O -0.2556
2 V 1.0259
3 O -0.2817
4 O -0.2865
5 V 1.0075
6 O -0.2563
7 C -0.6509
8 F 0.1511


Short version: frontier orbital gap = 6.2; 7.0 eV, in the order given.